DFT (ωB97M-V/def2-TZVPD) results for an isolated ion of composition H4NOP2 and charge -1 in a non-equilibrium geometry.

charge	-1
2S+1	1
frontier orbital gap	8.139	eV
structure (SMILES)	[O-][PH2]=NP
lowest unoccupied orbital energy	4.75	eV
relative energy (zero: lowest compared OMol25 entry of this formula, charge and spin)	47.9	kJ/mol
E	-815.12766	Ha

Last columns: bonded neighbours and bond lengths (Å).
CARTESIAN COORDINATES (ANGSTROEM)
1 O 0.77864 -2.24471 0.98007  P2 1.465
2 P 0.50585 -1.00934 0.24182  O1 1.465, N3 1.642, H5 1.432, H6 1.320
3 N -0.80864 -0.15777 0.73615  P2 1.642, P4 1.659
4 P -1.36825 1.18649 -0.05833  N3 1.659, H7 1.355, H8 1.518
5 H 1.41845 0.08336 0.08550  P2 1.432
6 H 0.61911 -1.22304 -1.05537  P2 1.320
7 H -0.43962 2.01097 0.48423  P4 1.355
8 H -0.70554 1.35406 -1.41406  P4 1.518